Here is C8H26FFeO5S3 as an isolated structure at a distorted geometry from OMol25. Energies are from ωB97M-V/def2-TZVPD.

Summary:
**HOMO-LUMO gap (alpha / beta)**: 0.30954 / 0.26508 hartree
**LUMO energy (alpha / beta)**: -2.32 / -2.33 eV
**Spin multiplicity**: 5
**Total charge**: +1
**HOMO level (alpha / beta)**: -10.75 / -9.55 eV
**<S²>**: 6.007
**Relative energy (zero: lowest compared OMol25 entry of this formula, charge and spin)**: 223.2 kJ/mol

Last column: Mulliken charge in e.
Atoms and positions in Å:
Fe (-18.45, -13.52, 2.03)  0.937
S (-16.28, -12.16, -0.35)  0.311
S (-19.08, -15.55, -0.85)  0.308
S (-20.30, -16.06, 2.88)  0.585
F (-18.04, -12.12, 3.56)  -0.834
O (-19.54, -14.73, 3.08)  -0.571
O (-17.24, -12.73, 0.70)  -0.389
O (-19.88, -12.16, 1.22)  -0.297
O (-16.89, -14.83, 2.53)  -0.172
O (-18.97, -14.76, 0.49)  0.027
C (-21.49, -16.31, 4.29)  -1.160
C (-18.05, -17.06, -0.67)  -0.823
C (-21.15, -12.37, 0.83)  -0.603
C (-15.69, -13.62, -1.34)  -0.873
C (-14.76, -11.55, 0.50)  -0.909
C (-19.19, -17.50, 3.35)  -1.244
C (-20.80, -16.33, -0.85)  -0.903
C (-16.62, -15.06, 3.89)  -0.727
H (-16.08, -15.05, 2.06)  0.259
H (-21.51, -15.52, -1.00)  0.340
H (-16.04, -14.23, 4.30)  0.267
H (-16.58, -14.11, -1.74)  0.202
H (-16.97, -16.95, -0.71)  0.294
H (-20.91, -16.93, 0.05)  0.206
H (-21.60, -13.19, 1.40)  0.156
H (-17.52, -15.32, 4.44)  0.151
H (-19.62, -11.31, 0.86)  0.251
H (-19.00, -17.55, 4.42)  0.449
H (-19.80, -18.36, 3.09)  0.537
H (-18.19, -17.53, 0.30)  0.150
H (-21.85, -17.33, 4.11)  0.449
H (-18.31, -17.68, -1.52)  0.439
H (-14.93, -10.48, 0.67)  0.326
H (-21.12, -12.60, -0.24)  0.238
H (-20.95, -16.26, 5.23)  0.372
H (-13.92, -11.80, -0.14)  0.409
H (-20.85, -16.91, -1.77)  0.467
H (-14.52, -12.02, 1.45)  0.304
H (-22.37, -15.67, 4.28)  0.355
H (-21.77, -11.48, 0.95)  0.317
H (-15.04, -13.24, -2.13)  0.461
H (-15.02, -14.25, -0.75)  0.294
H (-16.07, -16.00, 3.91)  0.399
H (-18.24, -17.51, 2.81)  0.243

***

Here is C8H26N2O4 as an isolated structure at a distorted geometry from OMol25. Energies are from ωB97M-V/def2-TZVPD.

Summary:
**HOMO-LUMO gap**: 0.28985 hartree
**LUMO energy**: 0.25 eV
**Spin multiplicity**: 1
**Total charge**: 0
**HOMO level**: -7.63 eV
**Relative energy (zero: lowest compared OMol25 entry of this formula, charge and spin)**: 1230.7 kJ/mol

Last column: Mulliken charge in e.
Atoms and positions in Å:
O (-3.35, 1.41, -0.55)  -0.499
O (0.46, -2.04, 2.48)  -0.374
O (-1.66, 2.59, -0.41)  -1.002
O (0.10, -0.99, -0.88)  -0.428
N (0.37, 1.14, 0.85)  -0.379
N (0.25, 1.68, -0.99)  -0.347
C (1.02, -3.41, 2.29)  -0.755
C (0.14, 0.14, 1.87)  0.214
C (1.29, -0.41, -1.44)  -0.761
C (-0.87, -1.48, -1.78)  -0.812
C (1.12, 1.04, -1.87)  0.358
C (0.70, -1.18, 1.40)  -0.548
C (2.46, 1.75, -1.78)  -1.572
C (-1.41, 0.19, 2.07)  -1.280
H (0.04, 0.71, -0.01)  -1.740
H (-2.29, 1.87, -0.36)  0.388
H (2.76, 1.79, -0.74)  0.435
H (2.34, 2.81, -1.97)  0.398
H (2.10, -3.58, 2.25)  0.276
H (-0.85, 2.19, -0.71)  0.883
H (-1.82, -1.18, -1.34)  0.219
H (-1.89, 0.99, 2.63)  0.351
H (1.77, -0.85, -2.31)  0.527
H (1.78, -1.12, 1.26)  0.338
H (0.85, 1.74, -0.17)  0.288
H (0.56, -3.88, 3.15)  0.273
H (3.34, 1.32, -2.25)  0.357
H (-0.97, -2.56, -1.89)  0.291
H (-0.29, 1.88, 1.05)  0.453
H (0.78, -3.81, 1.30)  0.291
H (-4.08, 1.30, -1.16)  0.304
H (0.18, -1.50, 0.50)  0.383
H (-1.66, -0.69, 2.66)  0.497
H (0.65, 0.53, 2.76)  0.366
H (-0.74, -1.01, -2.75)  0.326
H (-3.29, 0.57, -0.10)  0.357
H (-0.49, 1.02, -0.80)  1.229
H (-1.97, 0.13, 1.14)  -0.038
H (0.64, 1.25, -2.83)  0.462
H (1.96, -0.38, -0.59)  0.272